Record 1
34
Properties=species:S:1:pos:R:3:forces:R:3 method="wB97M-V/def2-TZVPD" s2=3.79 de_lowest_kj_mol=0.0 multiplicity=4 lumo_ha="0.0055 / -0.0793" total_charge=0 gap_ev="7.829 / 5.377" e_homo_ev="-7.68 / -7.53"
C 0.7030 -1.3785 -2.1771 0.3 1.0 0.0
C 0.7044 -0.0992 -2.8725 0.5 -0.9 0.6
C 1.6402 0.7581 -2.2116 1.3 -0.2 -0.5
H 0.1318 0.1777 -3.7173 -0.5 0.1 -0.6
C 2.2251 0.0098 -1.1234 1.3 -0.9 -1.4
C 1.6726 -1.3004 -1.1196 0.6 0.6 -0.6
H 1.9617 -2.0732 -0.4343 -0.1 -0.1 0.2
H 0.0860 -2.2140 -2.3656 -0.4 -0.7 -0.4
H 1.9449 1.7364 -2.5556 -0.1 0.0 0.3
H 3.0544 0.3243 -0.5228 -0.1 0.2 0.3
Re 0.1249 0.2656 -0.8448 -2.5 -0.3 2.3
Br -1.8473 1.6704 -0.9408 -0.6 0.4 -0.6
C -1.7923 -0.3297 2.6044 -0.2 -0.9 -1.8
C -0.5941 -1.1360 2.4375 -1.3 1.1 -0.3
C -0.5599 -1.6869 1.1047 -2.3 1.6 -0.3
H 0.1552 -1.2661 3.2028 0.1 -0.1 -0.1
C -1.7665 -1.2689 0.4248 1.3 -0.4 1.5
C -2.5290 -0.4279 1.3824 1.7 -0.1 1.9
H -3.5070 -0.0161 1.2122 0.0 0.1 -0.2
H -2.0943 0.2255 3.5109 0.3 -0.4 -0.8
H -0.0696 -2.5803 0.8382 0.9 -0.6 -0.4
H -2.2765 -1.8847 -0.3075 0.3 0.4 -0.3
F 5.7703 4.5747 -0.6019 -0.5 -0.3 0.3
C 4.6654 3.9504 -0.1561 -0.1 0.4 -0.1
C 4.7630 2.9370 0.7909 0.6 -0.2 0.5
F 5.9911 2.6328 1.2947 -1.0 0.2 -0.4
C 3.6218 2.2817 1.2528 -0.5 -0.2 0.4
F 3.7488 1.4242 2.3168 -0.1 0.6 -1.6
C 2.3492 2.5596 0.6907 0.0 0.6 -0.5
S 0.8664 1.6225 0.9716 0.4 0.3 1.9
C 2.2559 3.7276 -0.1101 0.5 0.0 0.2
F 1.0449 4.2684 -0.3696 1.0 -0.6 -0.3
C 3.4078 4.3957 -0.5593 -0.7 0.6 -0.1
F 3.2958 5.5297 -1.3160 0.2 -1.2 0.7

Record 2
34
Properties=species:S:1:pos:R:3:forces:R:3 method="wB97M-V/def2-TZVPD" s2=2.08 multiplicity=3 lumo_ha="-0.0914 / -0.0840" total_charge=0 gap_ev="3.745 / 3.780" e_homo_ev="-6.23 / -6.07"
C 1.8991 1.7981 0.0238 0.1 0.6 0.6
C 0.4934 2.0831 0.1054 0.5 0.8 1.0
C -0.0333 1.3330 1.2022 0.6 0.9 0.7
H -0.0582 2.8394 -0.4359 0.1 -0.4 -0.2
C 1.0470 0.6048 1.8090 0.3 0.6 0.1
C 2.2305 0.8984 1.0764 0.0 0.3 0.4
H 3.2326 0.6030 1.3680 -0.2 -0.3 -0.4
H 2.5959 2.2620 -0.6618 -0.1 -0.3 -0.1
H -1.0132 1.4647 1.6347 0.0 -0.2 -0.3
H 0.9762 0.0188 2.7153 0.0 -0.2 -0.3
W 0.6283 -0.0382 -0.3592 -0.8 -0.5 -1.8
Br -0.1476 0.7194 -2.5129 0.3 -0.2 -0.6
C 2.1443 -2.5833 -3.2381 0.0 0.8 0.2
C 3.3103 -2.5634 -2.4103 0.0 0.7 0.2
C 3.9969 -1.3305 -2.6445 -0.6 -0.4 0.3
H 3.6393 -3.3630 -1.7442 -0.1 0.3 -0.3
C 3.2532 -0.5862 -3.6096 -1.0 -0.7 -0.2
C 2.1014 -1.3555 -3.9704 1.2 0.1 0.3
H 1.3529 -1.0781 -4.7075 0.2 -0.1 0.2
H 1.4334 -3.4048 -3.3291 0.2 0.2 0.0
H 4.9454 -1.0269 -2.1931 -0.4 -0.2 -0.2
H 3.5346 0.3797 -4.0309 -0.1 -0.3 0.2
F -5.1137 1.4975 3.9775 0.4 -0.6 -0.7
C -4.3694 0.8191 3.0839 0.1 0.3 0.1
C -3.5002 -0.1847 3.5138 -0.1 0.1 0.7
F -3.4764 -0.5380 4.8154 0.0 0.2 -0.8
C -2.6151 -0.7579 2.6165 0.6 -0.4 -0.2
F -1.7711 -1.7292 3.0423 -0.6 0.9 -0.1
C -2.5474 -0.3370 1.2816 0.0 -0.1 0.0
S -1.3105 -1.0620 0.2186 -1.2 -1.8 0.3
C -3.5377 0.5458 0.8300 0.2 -0.2 -0.6
F -3.6687 0.7900 -0.4982 0.3 0.1 1.3
C -4.4024 1.1600 1.7282 -0.5 0.5 0.0
F -5.2496 2.1218 1.3030 0.5 -0.7 0.3

Record 3
39
Properties=species:S:1:pos:R:3:forces:R:3 method="wB97M-V/def2-TZVPD" de_lowest_kj_mol=194.4 lumo_ha="-0.0610 / -0.0709" total_charge=0 gap_ev="7.702 / 7.541" e_homo_ev="-9.36 / -9.47"
Ir -2.0524 0.4319 -2.0594 2.8 1.2 0.4
Br 0.9782 2.7640 -1.9880 0.0 0.0 0.0
C -0.5737 3.2560 -1.0593 0.1 0.0 0.0
C -0.5799 4.5008 -0.4470 -0.1 0.1 0.0
C -1.6831 4.8776 0.2964 0.0 0.0 0.0
C -2.7412 3.9936 0.4171 0.0 0.1 -0.1
C -2.6571 2.7798 -0.2289 -0.1 0.1 0.0
N -1.5994 2.4107 -0.9653 0.2 -0.9 0.2
C -3.7792 1.7708 -0.1021 0.1 0.0 0.0
O -4.7696 2.0713 0.5198 0.0 -0.1 0.0
O -3.5124 0.6253 -0.6400 -0.8 -0.6 -0.6
H 0.2776 5.1465 -0.5604 0.0 0.0 0.0
H -1.7104 5.8451 0.7801 0.0 0.0 0.0
H -3.6323 4.2112 0.9869 0.0 0.0 0.0
N 5.4283 -2.7920 4.9192 0.0 0.0 0.0
C 4.6023 -2.6379 4.1360 0.0 0.0 0.0
C 3.5677 -2.4443 3.1550 0.0 0.0 0.0
C 3.1442 -3.5068 2.3637 0.0 0.0 0.0
C 2.1487 -3.3202 1.4228 0.0 -0.1 -0.1
C 1.5663 -2.0705 1.2609 0.0 0.0 0.1
C 1.9903 -1.0068 2.0490 0.0 0.1 0.0
C 2.9838 -1.1919 2.9904 0.0 0.0 0.0
N 0.5332 -1.8860 0.2980 0.0 -0.1 0.0
C 0.0141 -2.8476 -0.5572 0.0 0.0 0.0
C -0.9728 -2.2533 -1.2633 0.0 -0.1 0.2
N -1.0736 -0.9474 -0.8384 -0.6 0.7 -0.6
C -0.1598 -0.7499 0.0788 0.0 0.1 0.1
H 3.5946 -4.4817 2.4882 0.0 0.0 0.0
H 1.8386 -4.1616 0.8216 0.0 0.0 0.0
H 1.5575 -0.0235 1.9381 0.0 0.0 0.0
H 3.3092 -0.3630 3.6033 0.0 0.0 0.0
H 0.3857 -3.8518 -0.6209 0.0 0.0 0.1
H -1.5868 -2.6523 -2.0512 0.0 0.1 0.0
H 0.0012 0.1836 0.5857 0.0 0.0 0.0
O -0.4059 0.2412 -5.8418 0.0 0.2 0.1
Se -0.8973 -0.3909 -4.4686 0.5 -0.6 -0.6
O -0.2248 0.3253 -3.0846 -1.0 0.0 0.2
O -2.4758 0.1300 -4.0175 -1.0 -0.3 0.8
O -0.8339 -1.9853 -4.3173 -0.1 0.0 0.0

Record 4
33
Properties=species:S:1:pos:R:3:forces:R:3 method="wB97M-V/def2-TZVPD" s2=6.03 de_lowest_kj_mol=175.8 multiplicity=5 lumo_ha="0.0986 / 0.0392" total_charge=-1 gap_ev="4.578 / 6.231" e_homo_ev="-1.89 / -5.17"
C 1.7478 -2.6480 -0.3062 0.3 -1.9 -1.2
C 0.4891 -2.1604 -0.7716 -1.6 -2.9 -1.1
C -0.3529 -1.9064 0.3614 -1.7 -1.9 -0.3
H 0.2827 -1.9361 -1.8061 -0.2 0.0 0.1
C 0.4036 -2.2690 1.5341 -1.6 -2.7 1.1
C 1.7083 -2.6956 1.1278 0.0 -2.7 0.9
H 2.4964 -3.0481 1.7906 -0.2 0.1 -0.3
H 2.5912 -2.8921 -0.9469 -0.2 0.0 0.2
H -1.3585 -1.4902 0.3385 0.3 -0.2 0.0
H 0.0635 -2.2123 2.5620 0.0 0.0 -0.3
Rh 1.3489 -0.8399 0.4940 4.3 11.4 0.6
Cl 1.1414 0.7921 -1.3399 0.0 0.4 -0.6
C -1.7242 2.3753 -0.8853 0.1 -0.7 1.7
C -2.0699 1.7991 0.3804 -0.6 -0.4 -0.4
C -2.9287 0.6783 0.1484 1.3 2.0 1.0
H -1.7203 2.1522 1.3512 -0.2 -0.2 -0.4
C -3.0831 0.5299 -1.2702 1.0 1.9 -2.1
C -2.3242 1.5620 -1.9018 -1.9 -2.4 0.2
H -2.2021 1.6861 -2.9729 -0.1 0.0 0.2
H -1.0662 3.2369 -1.0378 -0.3 -0.5 0.0
H -3.4017 0.0934 0.9410 0.2 0.1 -0.4
H -3.7330 -0.1911 -1.7656 0.4 0.2 0.1
Cl 3.8756 0.8727 0.6650 0.6 -0.1 -0.3
C 2.9277 1.1452 2.0687 -0.7 0.4 1.8
C 1.7072 0.4901 2.1940 -0.5 0.0 -0.1
C 0.8397 0.7847 3.2480 1.8 0.9 0.4
Cl -0.7714 0.1438 3.3106 -0.2 0.0 0.1
C 1.2712 1.6417 4.2924 0.9 -0.2 -1.0
Cl 0.2592 2.0200 5.6242 -0.2 0.1 0.3
C 2.5693 2.2137 4.2201 -0.5 -0.7 -1.2
Cl 3.1600 3.2006 5.4773 0.1 0.4 0.5
C 3.3863 2.0061 3.0789 -1.1 -0.5 0.1
Cl 4.8919 2.8012 2.9192 0.4 0.2 0.1

Record 5
33
Properties=species:S:1:pos:R:3:forces:R:3 method="wB97M-V/def2-TZVPD" lumo_ha="-0.0985 / -0.0734" total_charge=0 gap_ev="5.699 / 6.273" e_homo_ev="-8.38 / -8.27"
C -1.1462 -1.3679 1.5174 -1.4 0.7 -0.7
C -2.0950 -0.4146 1.0352 1.1 -2.6 0.3
C -1.6941 0.8791 1.5111 2.2 1.1 1.4
H -2.9798 -0.6395 0.4407 0.3 0.1 0.2
C -0.5046 0.7138 2.2824 -1.5 1.1 -0.7
C -0.1872 -0.6695 2.3034 -0.4 -0.4 0.2
H 0.6030 -1.1369 2.8968 -0.3 0.3 -0.4
H -1.1712 -2.4410 1.3433 0.0 0.4 0.0
H -2.2128 1.8183 1.3218 0.2 -0.3 0.1
H 0.0273 1.4998 2.8216 -0.2 -0.3 -0.3
Sn 0.1182 0.3299 -0.8316 -0.3 0.3 0.1
Cl 0.6627 -1.9573 -1.2222 0.3 0.0 -0.1
C -1.0790 3.2763 -4.0054 -0.8 -0.1 0.2
C -0.9810 4.3378 -3.0486 0.1 -1.2 -1.2
C -2.2687 4.5108 -2.4447 -2.6 -1.6 -0.6
H -0.0887 4.9239 -2.8298 -0.3 -0.2 -0.1
C -3.1621 3.5496 -3.0232 1.1 2.5 1.9
C -2.4259 2.7875 -3.9895 2.3 0.4 -0.4
H -2.8270 1.9894 -4.6133 0.2 0.2 0.2
H -0.2761 2.9213 -4.6518 -0.3 0.1 0.3
H -2.5308 5.2561 -1.6944 0.1 -0.3 -0.3
H -4.2174 3.4314 -2.7819 0.4 0.1 -0.1
F 2.5191 -0.7973 1.4749 0.6 0.2 -0.7
C 2.9136 0.3951 0.9493 0.3 0.1 0.6
C 2.0418 1.0676 0.0835 0.7 0.6 1.2
C 2.3224 2.4320 -0.0386 0.1 0.5 0.4
F 1.3451 3.2478 -0.5563 0.9 -0.5 -0.2
C 3.4824 3.0665 0.4707 -0.3 -0.5 -0.3
F 3.7564 4.3661 0.1914 -0.3 -1.0 0.4
C 4.3869 2.2854 1.2136 0.6 0.0 -0.9
F 5.6134 2.7830 1.5079 -1.1 -0.2 0.1
C 4.1127 0.9378 1.4762 -0.8 0.0 -0.4
F 4.9735 0.1959 2.2092 -0.7 0.5 -0.5

Record 6
40
Properties=species:S:1:pos:R:3:forces:R:3 method="wB97M-V/def2-TZVPD" s2=8.76 de_lowest_kj_mol=128.2 multiplicity=6 lumo_ha="-0.1505 / -0.1916" total_charge=+1 gap_ev="7.981 / 6.841" e_homo_ev="-12.08 / -12.05"
Fe -0.4126 -0.9091 -1.1130 0.6 0.5 1.0
S 3.3589 5.1501 1.9675 -0.5 -0.9 -0.4
N 3.7481 3.5872 1.9506 0.5 -0.5 0.2
C 2.7785 2.9016 1.3585 -0.2 1.3 0.1
C 2.7316 1.4909 1.1047 -0.3 -0.8 -0.1
C 3.7400 0.6016 1.4906 -0.2 0.0 -0.1
C 3.6367 -0.7271 1.1430 -0.1 0.2 -0.1
C 2.5185 -1.1392 0.4169 0.2 -0.3 0.2
N 1.5284 -0.3252 0.1186 -1.0 0.0 -1.0
C 1.5977 0.9724 0.4407 0.9 0.1 0.4
C 0.4843 1.8296 0.0853 -0.2 1.0 0.2
N -0.6137 1.2715 -0.4364 0.1 -1.4 -0.5
C -1.6302 2.0204 -0.8098 -0.4 0.3 -0.1
C -1.6288 3.4087 -0.6805 0.1 -0.1 0.1
C -0.5287 4.0143 -0.1155 0.0 -0.2 -0.1
C 0.5500 3.2240 0.2944 -0.7 -0.6 -0.3
C 1.7130 3.7528 0.9352 1.1 0.3 0.5
N 1.9382 5.0268 1.2246 -0.6 0.3 -0.2
H 4.5752 0.9922 2.0496 0.2 0.0 0.0
H 4.4012 -1.4379 1.4097 0.1 -0.1 0.0
H 2.4138 -2.1590 0.0739 0.0 -0.1 0.0
H -2.4795 1.4988 -1.2314 0.0 0.1 -0.1
H -2.4759 3.9862 -1.0159 -0.1 0.0 0.0
H -0.4699 5.0856 -0.0048 0.0 0.1 0.1
S -0.9408 -1.4112 1.7187 0.1 0.1 -0.3
C -1.9465 -2.5380 1.0183 0.3 0.4 0.9
N -2.7023 -3.4076 1.7599 0.1 0.1 -0.4
C -3.5604 -4.2547 1.1637 -0.3 -0.2 -0.6
C -3.6553 -4.2816 -0.2022 0.2 0.1 0.1
C -2.8373 -3.3913 -0.9311 -0.4 -0.3 0.1
N -2.0310 -2.5624 -0.3243 0.7 0.6 -0.5
H -2.6161 -3.3816 2.7712 0.0 0.1 -0.2
H -4.1652 -4.8774 1.8058 0.1 -0.1 0.1
H -4.3280 -4.9565 -0.6989 -0.1 -0.1 0.0
H -2.8478 -3.3129 -2.0113 0.0 -0.1 -0.1
O 0.2992 0.3399 -2.8965 -0.2 0.7 1.3
Se 0.0594 -1.1627 -3.4895 0.4 -0.1 -1.3
O 0.3804 -1.4147 -4.9815 0.5 -0.5 -2.1
O -1.4813 -1.4613 -3.0044 -0.8 0.1 1.6
O 0.8984 -2.0432 -2.3547 -0.4 -0.1 1.6